Entry 1:
Molecular formula: C17H19N2O3ReS4Sb
Method: DFT, ωB97M-V/def2-TZVPD

Net charge: +3
HOMO, eV: -17.46
Frontier orbital gap, eV: 6.2815
Lowest unoccupied orbital energy, eV: -11.178

Cartesian coordinates (Å):
Re (0.119, 0.203, 0.192)
N (0.848, 4.195, 1.264)
C (0.330, 3.089, 0.806)
O (0.860, 1.960, 1.072)
C (-0.907, 3.052, -0.019)
C (-0.911, 1.748, -0.811)
H (1.680, 4.175, 1.839)
H (0.437, 5.094, 1.056)
H (-0.982, 3.917, -0.681)
H (-1.760, 3.096, 0.664)
H (-0.313, 1.828, -1.731)
H (-1.910, 1.415, -1.078)
S (-4.499, -1.559, 0.146)
Sb (-2.484, -2.142, 0.656)
S (-0.734, -1.318, -1.078)
S (-1.088, -0.287, 1.905)
S (-2.359, -4.869, 1.042)
C (-0.890, -3.550, 6.248)
O (-0.164, -3.255, 5.023)
C (-0.419, -4.004, 3.948)
C (-1.324, -4.990, 3.842)
C (-1.487, -5.687, 2.582)
C (-0.592, -5.404, 1.456)
C (0.395, -4.338, 1.650)
C (0.445, -3.663, 2.803)
N (1.242, -2.515, 3.056)
C (2.007, -1.815, 2.281)
C (2.605, -2.209, 1.043)
C (3.331, -3.415, 0.974)
C (4.161, -3.665, -0.097)
C (4.272, -2.718, -1.119)
C (3.541, -1.537, -1.084)
C (2.710, -1.298, -0.013)
O (1.913, -0.188, -0.089)
H (-0.553, -2.818, 6.972)
H (-0.640, -4.555, 6.582)
H (-1.959, -3.448, 6.071)
H (-1.916, -5.311, 4.685)
H (-1.949, -6.666, 2.625)
H (-0.310, -6.205, 0.784)
H (1.091, -4.147, 0.846)
H (1.028, -2.119, 3.974)
H (2.208, -0.810, 2.649)
H (3.303, -4.103, 1.811)
H (4.746, -4.573, -0.131)
H (4.930, -2.906, -1.957)
H (3.600, -0.813, -1.886)

---

Entry 2:
Molecular formula: C17H19N3O2S
Method: DFT, ωB97M-V/def2-TZVPD

HOMO, eV: -8.44
Frontier orbital gap, eV: 8.5996
Lowest unoccupied orbital energy, eV: 0.159

Cartesian coordinates (Å):
C (-2.200, -4.100, -0.124)
H (-2.627, -3.635, 0.758)
H (-2.352, -5.174, -0.106)
H (-2.620, -3.665, -1.024)
S (-0.405, -3.840, -0.124)
C (-0.354, -2.090, -0.189)
N (-1.517, -1.460, -0.214)
C (-1.491, -0.133, -0.165)
N (-0.388, 0.598, -0.171)
C (0.797, -0.017, -0.218)
N (1.888, 0.794, -0.285)
C (1.706, 2.232, -0.256)
H (0.782, 2.456, 0.275)
C (2.908, 2.855, 0.459)
H (2.849, 3.944, 0.430)
O (4.121, 2.509, -0.168)
C (4.291, 1.112, -0.202)
H (5.231, 0.929, -0.723)
C (3.130, 0.435, -0.937)
H (3.270, -0.642, -0.954)
H (3.112, 0.804, -1.974)
H (4.361, 0.718, 0.824)
H (2.921, 2.520, 1.508)
H (1.640, 2.629, -1.278)
C (0.876, -1.426, -0.155)
C (2.117, -2.218, 0.034)
O (2.508, -3.043, -0.758)
C (2.785, -1.982, 1.370)
H (2.276, -2.616, 2.096)
H (2.684, -0.949, 1.690)
H (3.830, -2.278, 1.331)
C (-2.776, 0.568, -0.119)
C (-3.967, -0.153, -0.054)
C (-5.178, 0.510, -0.010)
C (-5.215, 1.895, -0.028)
C (-4.034, 2.618, -0.094)
C (-2.820, 1.960, -0.141)
H (-1.892, 2.508, -0.198)
H (-4.062, 3.698, -0.111)
H (-6.163, 2.412, 0.008)
H (-6.099, -0.053, 0.041)
H (-3.923, -1.230, -0.041)

---

Entry 3:
Molecular formula: C17H19N5O3
Method: DFT, ωB97M-V/def2-TZVPD

HOMO, eV: -7.88
Frontier orbital gap, eV: 8.5090
Lowest unoccupied orbital energy, eV: 0.632

Cartesian coordinates (Å):
C (0.159, -0.514, 2.488)
C (0.071, 0.913, 1.842)
C (-0.893, -0.404, 3.634)
C (-1.088, -1.700, 4.340)
C (-2.231, -2.381, 4.342)
C (-0.597, -3.572, 5.219)
C (1.521, 0.157, -0.167)
C (2.537, 0.878, -1.090)
C (0.478, -0.554, -1.058)
C (-0.248, 0.438, -1.932)
C (-1.385, 1.124, -1.559)
C (-0.009, 0.746, -3.345)
C (-1.018, 1.633, -3.729)
C (0.917, 0.397, -4.363)
C (-1.121, 2.204, -4.974)
C (0.859, 0.953, -5.654)
C (-0.165, 1.914, -5.899)
H (1.854, 0.030, 3.492)
H (1.665, -1.540, 3.384)
H (-0.018, -1.371, 1.808)
H (-0.573, 0.360, 4.356)
H (-1.850, -0.042, 3.176)
H (-3.225, -2.125, 4.019)
H (-0.036, -4.443, 5.535)
H (-2.581, -4.381, 5.078)
H (0.826, 2.060, 0.349)
H (2.033, -0.567, 0.475)
H (0.843, -1.404, -1.601)
H (-0.289, -0.947, -0.314)
H (-1.830, 1.097, -0.560)
H (-2.597, 2.481, -2.678)
H (1.710, -0.316, -4.148)
H (-1.941, 2.818, -5.351)
H (1.563, 0.721, -6.453)
H (-0.173, 2.244, -6.907)
H (3.134, 2.485, -1.722)
N (1.537, -0.696, 2.859)
N (0.002, -2.435, 4.877)
N (-1.925, -3.617, 4.866)
N (0.820, 1.126, 0.697)
N (-1.809, 1.893, -2.631)
O (-0.595, 1.842, 2.269)
O (3.160, 0.294, -1.953)
O (2.510, 2.201, -1.017)

---

Entry 4:
Molecular formula: C17H19N7O2SV
Method: DFT, ωB97M-V/def2-TZVPD

Net charge: +2
HOMO (spin up / spin down), eV: -14.21 / -14.24
Frontier orbital gap (spin up / spin down), eV: 6.1902 / 6.6983
Multiplicity: 2
Lowest unoccupied orbital energy (spin up / spin down), eV: -8.019 / -7.537

Cartesian coordinates (Å):
V (-0.412, 0.424, -0.541)
O (-1.932, -0.227, -1.027)
C (-2.864, -1.126, -0.595)
C (-3.762, -1.653, -1.500)
C (-4.699, -2.566, -1.032)
C (-4.739, -2.934, 0.309)
C (-3.842, -2.386, 1.204)
C (-2.872, -1.475, 0.765)
C (-1.992, -0.844, 1.703)
N (-1.007, -0.077, 1.354)
N (-0.400, 0.630, 2.380)
C (0.363, 1.532, 1.869)
O (0.473, 1.576, 0.520)
C (1.114, 2.518, 2.632)
C (1.051, 2.493, 4.030)
C (1.753, 3.430, 4.763)
C (2.515, 4.394, 4.111)
C (2.578, 4.422, 2.724)
C (1.881, 3.486, 1.981)
H (-3.737, -1.350, -2.537)
H (-5.415, -2.988, -1.725)
H (-5.482, -3.639, 0.653)
H (-3.883, -2.655, 2.252)
H (-2.186, -0.957, 2.766)
H (0.442, 1.751, 4.529)
H (1.702, 3.419, 5.843)
H (3.058, 5.129, 4.689)
H (3.167, 5.177, 2.223)
H (1.924, 3.510, 0.901)
C (3.845, -3.014, 2.797)
C (3.011, -3.040, 1.577)
N (2.727, -4.080, 0.861)
N (1.934, -3.616, -0.135)
C (1.717, -2.310, -0.066)
S (0.832, -1.453, -1.268)
N (2.398, -1.917, 1.030)
N (2.475, -0.599, 1.459)
H (4.265, -4.003, 2.953)
H (3.247, -2.746, 3.670)
H (4.660, -2.296, 2.700)
H (1.586, -4.254, -0.837)
H (3.437, -0.279, 1.414)
H (2.132, -0.529, 2.412)
N (0.354, 1.469, -2.265)
H (0.031, 2.434, -2.334)
H (0.131, 1.025, -3.155)
H (1.371, 1.507, -2.208)

---

Entry 5:
Molecular formula: C17H19NO
Method: DFT, ωB97M-V/def2-TZVPD

HOMO, eV: -7.75
Frontier orbital gap, eV: 8.4143
Lowest unoccupied orbital energy, eV: 0.667

Cartesian coordinates (Å):
C (0.652, -3.407, -0.403)
C (-0.422, -4.035, 0.409)
C (1.068, -2.018, -0.178)
C (1.416, -1.436, 1.057)
C (1.221, -1.010, -1.243)
C (1.755, 0.097, -0.579)
C (0.967, -1.054, -2.622)
C (2.065, 1.254, -1.313)
C (1.090, 0.182, -3.320)
C (1.526, 1.367, -2.565)
N (1.877, -0.097, 0.794)
H (1.561, -3.951, -0.428)
H (0.187, -3.485, -1.440)
H (-1.378, -3.498, 0.595)
H (1.269, -1.873, 2.049)
H (2.373, 0.417, 1.493)
H (0.363, -1.773, -3.187)
H (2.470, 2.106, -0.785)
H (0.797, 0.414, -4.276)
H (1.308, 2.393, -2.909)
H (-0.076, -4.181, 1.343)
H (-0.690, -4.965, -0.203)
C (-2.183, 1.520, -1.216)
C (-0.700, 3.019, 2.001)
C (-0.860, 2.870, 0.597)
C (-0.921, 1.922, 2.809)
C (-1.535, 1.716, 0.195)
C (-1.506, 0.705, 2.461)
C (-1.773, 0.679, 1.029)
O (-0.540, 2.052, 4.135)
H (-0.208, 3.852, 2.527)
H (-0.635, 3.728, -0.117)
H (0.210, 2.563, 4.161)
H (-1.717, -0.184, 3.010)
H (-2.978, 2.232, -1.188)
H (-2.432, 0.464, -1.256)
H (-2.087, -0.287, 0.565)
H (-1.534, 1.704, -2.000)

---

Copy entry 5 word for word.
Molecular formula: C17H19NO
Method: DFT, ωB97M-V/def2-TZVPD

HOMO, eV: -7.75
Frontier orbital gap, eV: 8.4143
Lowest unoccupied orbital energy, eV: 0.667

Cartesian coordinates (Å):
C (0.652, -3.407, -0.403)
C (-0.422, -4.035, 0.409)
C (1.068, -2.018, -0.178)
C (1.416, -1.436, 1.057)
C (1.221, -1.010, -1.243)
C (1.755, 0.097, -0.579)
C (0.967, -1.054, -2.622)
C (2.065, 1.254, -1.313)
C (1.090, 0.182, -3.320)
C (1.526, 1.367, -2.565)
N (1.877, -0.097, 0.794)
H (1.561, -3.951, -0.428)
H (0.187, -3.485, -1.440)
H (-1.378, -3.498, 0.595)
H (1.269, -1.873, 2.049)
H (2.373, 0.417, 1.493)
H (0.363, -1.773, -3.187)
H (2.470, 2.106, -0.785)
H (0.797, 0.414, -4.276)
H (1.308, 2.393, -2.909)
H (-0.076, -4.181, 1.343)
H (-0.690, -4.965, -0.203)
C (-2.183, 1.520, -1.216)
C (-0.700, 3.019, 2.001)
C (-0.860, 2.870, 0.597)
C (-0.921, 1.922, 2.809)
C (-1.535, 1.716, 0.195)
C (-1.506, 0.705, 2.461)
C (-1.773, 0.679, 1.029)
O (-0.540, 2.052, 4.135)
H (-0.208, 3.852, 2.527)
H (-0.635, 3.728, -0.117)
H (0.210, 2.563, 4.161)
H (-1.717, -0.184, 3.010)
H (-2.978, 2.232, -1.188)
H (-2.432, 0.464, -1.256)
H (-2.087, -0.287, 0.565)
H (-1.534, 1.704, -2.000)

---

What did the second record say?
Molecular formula: C17H19N3O2S
Method: DFT, ωB97M-V/def2-TZVPD

HOMO, eV: -8.44
Frontier orbital gap, eV: 8.5996
Lowest unoccupied orbital energy, eV: 0.159

Cartesian coordinates (Å):
C (-2.200, -4.100, -0.124)
H (-2.627, -3.635, 0.758)
H (-2.352, -5.174, -0.106)
H (-2.620, -3.665, -1.024)
S (-0.405, -3.840, -0.124)
C (-0.354, -2.090, -0.189)
N (-1.517, -1.460, -0.214)
C (-1.491, -0.133, -0.165)
N (-0.388, 0.598, -0.171)
C (0.797, -0.017, -0.218)
N (1.888, 0.794, -0.285)
C (1.706, 2.232, -0.256)
H (0.782, 2.456, 0.275)
C (2.908, 2.855, 0.459)
H (2.849, 3.944, 0.430)
O (4.121, 2.509, -0.168)
C (4.291, 1.112, -0.202)
H (5.231, 0.929, -0.723)
C (3.130, 0.435, -0.937)
H (3.270, -0.642, -0.954)
H (3.112, 0.804, -1.974)
H (4.361, 0.718, 0.824)
H (2.921, 2.520, 1.508)
H (1.640, 2.629, -1.278)
C (0.876, -1.426, -0.155)
C (2.117, -2.218, 0.034)
O (2.508, -3.043, -0.758)
C (2.785, -1.982, 1.370)
H (2.276, -2.616, 2.096)
H (2.684, -0.949, 1.690)
H (3.830, -2.278, 1.331)
C (-2.776, 0.568, -0.119)
C (-3.967, -0.153, -0.054)
C (-5.178, 0.510, -0.010)
C (-5.215, 1.895, -0.028)
C (-4.034, 2.618, -0.094)
C (-2.820, 1.960, -0.141)
H (-1.892, 2.508, -0.198)
H (-4.062, 3.698, -0.111)
H (-6.163, 2.412, 0.008)
H (-6.099, -0.053, 0.041)
H (-3.923, -1.230, -0.041)